{
  "formula": "C6H13N2S",
  "method": "wB97M-V/def2-TZVPD",
  "de_lowest_kcal_mol": 37.4,
  "s2": 2.023,
  "spin_multiplicity": 3,
  "charge": 1,
  "homo_energy_ev": [-11.09, -13.43],
  "elements": ["C", "C", "C", "C", "C", "C", "N", "N", "S", "H", "H", "H", "H", "H", "H", "H", "H", "H", "H", "H", "H", "H"],
  "coordinates": [[-1.306560, 0.391165, -1.803357], [-1.130121, 0.504434, -0.454080], [0.502606, 0.338345, 1.683589], [-2.022927, -0.599077, -2.572582], [1.361528, -1.458860, 0.322550], [0.622935, -1.178571, 1.638340], [-0.399497, 1.415229, 0.226232], [1.402264, 1.077300, 2.302313], [0.690365, 2.409283, -0.504516], [-0.889468, 1.245802, -2.283470], [-1.408067, -0.307754, 0.253803], [-2.030503, -1.608959, -2.130204], [-3.146245, -0.240192, -2.319528], [-1.956136, -0.434586, -3.692345], [0.808100, -0.983407, -0.536052], [1.429899, -2.533198, 0.428026], [2.380644, -0.956117, 0.397137], [1.191563, -1.452872, 2.457392], [-0.380195, -1.614694, 1.685128], [2.198143, 0.468958, 2.607281], [1.536753, 2.068378, 2.032218], [0.544919, 3.449393, 0.262124]],
  "forces_ev_per_angstrom": [[0.7, 1.1, 0.0], [0.7, -0.9, 2.2], [-1.2, 0.2, 2.5], [-3.3, 0.8, -0.1], [0.6, 1.0, 0.6], [-1.4, 3.1, -2.0], [-0.2, -1.7, -0.4], [0.5, -1.6, -1.4], [0.6, 0.1, -2.0], [0.1, 0.5, -0.9], [-0.5, 0.6, -0.7], [0.3, 0.2, -0.7], [1.9, -0.8, -0.7], [0.2, -0.8, 1.5], [0.7, -1.3, 0.7], [0.4, -0.3, -1.4], [-1.1, -0.9, -0.3], [1.2, -0.9, 1.8], [0.3, -0.1, 0.0], [-0.2, 1.5, -0.1], [-0.1, -0.9, 0.7], [-0.3, 0.9, 0.9]],
  "mulliken_charge": [-0.19, -0.05, 0.36, -1.07, -0.64, -0.86, -0.20, -0.27, -0.12, 0.39, 0.42, 0.32, 0.29, 0.32, 0.22, 0.32, 0.29, 0.49, 0.32, 0.26, 0.24, 0.17]
}



{
  "formula": "C4H8O2",
  "method": "wB97M-V/def2-TZVPD",
  "de_lowest_kcal_mol": 59.0,
  "charge": 0,
  "homo_energy_ev": -9.90,
  "smiles": "CCC(=O)OC",
  "elements": ["C", "C", "C", "O", "O", "C", "H", "H", "H", "H", "H", "H", "H", "H"],
  "coordinates": [[1.032890, -1.900141, -0.478029], [0.031335, -0.847962, -0.105458], [0.617819, 0.485349, 0.251632], [1.807117, 0.566148, 0.549160], [-0.015382, 1.585531, -0.270380], [-1.293076, 1.927836, 0.235596], [1.706995, -1.509405, -1.236785], [1.652210, -2.181048, 0.371964], [0.532979, -2.791519, -0.849121], [-0.926443, -0.874325, -0.621852], [-0.254145, -0.579538, 1.109692], [-1.469335, 2.962205, -0.061194], [-1.327607, 1.823715, 1.326070], [-2.095358, 1.333153, -0.221295]],
  "forces_ev_per_angstrom": [[0.1, -0.4, 0.7], [-1.0, 2.0, 3.8], [3.7, 0.1, -4.5], [-2.2, 0.2, 0.6], [0.0, 0.3, 1.2], [-0.5, 0.0, -0.2], [0.0, 0.1, -0.1], [0.0, 0.0, -0.1], [0.0, 0.0, 0.0], [0.2, 0.4, 0.0], [-0.3, -2.7, -1.6], [0.1, -0.1, 0.2], [0.0, 0.1, -0.2], [0.2, -0.1, 0.1]],
  "mulliken_charge": [-1.06, -0.07, 0.52, -0.58, -0.29, -0.69, 0.29, 0.26, 0.34, 0.30, 0.14, 0.24, 0.33, 0.28]
}



{
  "formula": "CH3N4O2S",
  "method": "wB97M-V/def2-TZVPD",
  "de_lowest_kcal_mol": 49.3,
  "charge": -1,
  "homo_energy_ev": [-3.75, -3.75],
  "elements": ["C", "N", "N", "N", "N", "O", "O", "S", "H", "H", "H"],
  "coordinates": [[-1.576565, -0.342835, -0.250435], [1.112607, -1.678865, 0.368081], [1.322104, -0.519339, 0.026467], [-0.333169, 0.691077, -0.027161], [-0.087021, 1.733617, -0.670700], [-1.753742, -0.940019, 0.796857], [-2.065201, -0.341974, -1.378848], [2.754897, 0.112202, -0.228975], [0.148788, -1.923408, 0.688693], [-0.050546, 0.778799, 1.056080], [0.527845, 2.430741, -0.380062]],
  "forces_ev_per_angstrom": [[-1.0, -0.5, -2.0], [0.6, -2.1, 0.9], [-2.1, -1.4, 0.6], [1.8, 3.1, 4.2], [-2.6, -2.0, -3.3], [0.2, 0.2, 0.4], [1.0, 0.5, 1.5], [1.6, 1.3, -0.7], [0.3, 1.2, -0.9], [-1.1, -0.9, -2.6], [1.4, 0.7, 1.9]],
  "mulliken_charge": [0.62, -0.86, 0.49, 0.53, -0.90, -0.66, -0.62, -0.47, 0.32, 0.35, 0.21]
}



{
  "formula": "C16H18F4N2O3",
  "method": "wB97M-V/def2-TZVPD",
  "charge": 0,
  "homo_energy_ev": -9.46,
  "smiles": "O=CO[C@@H](CCO)C(F)(F)C(F)F.c1ccncc1.c1ccncc1",
  "elements": ["O", "C", "O", "C", "C", "C", "O", "C", "F", "F", "C", "F", "F", "H", "H", "H", "H", "H", "H", "H", "H", "C", "C", "C", "N", "C", "C", "H", "H", "H", "H", "H", "C", "C", "C", "N", "C", "C", "H", "H", "H", "H", "H"],
  "coordinates": [[-4.624345, 0.367060, 2.929993], [-4.625509, -0.261027, 1.753030], [-3.464105, -0.563089, 0.906246], [-2.185191, -0.374643, 1.605425], [-1.890064, -1.431000, 2.822935], [-2.667985, -2.868516, 2.707020], [-2.218931, -3.677813, 3.888596], [-0.958354, -0.307379, 0.470610], [-0.998812, 1.115988, -0.035542], [0.396194, -0.463351, 1.080615], [-1.227698, -1.255572, -0.838260], [-1.979295, -0.480479, -1.881273], [-1.808993, -2.585550, -0.545963], [-5.681845, -0.671129, 1.378829], [-2.175804, 0.711043, 2.102828], [-0.760591, -1.661852, 3.023793], [-2.295230, -0.909205, 3.817525], [-2.393615, -3.511753, 1.767915], [-3.845645, -2.748650, 2.860937], [-2.728465, -4.557551, 3.902026], [-0.157578, -1.463431, -1.325010], [2.628288, -1.201725, -5.359440], [1.507824, -0.404004, -5.566084], [0.788953, 0.016441, -4.458566], [1.110889, -0.306775, -3.186858], [2.202700, -1.083841, -3.017824], [2.986402, -1.549934, -4.061126], [3.217477, -1.549454, -6.202998], [1.201799, -0.116096, -6.565440], [-0.091355, 0.643195, -4.567641], [2.438910, -1.331293, -1.986669], [3.854296, -2.169773, -3.866637], [3.345649, 2.658239, 1.247894], [2.066936, 2.231505, 0.905419], [0.996237, 3.055406, 1.213540], [1.121151, 4.250091, 1.831988], [2.374686, 4.636830, 2.153764], [3.506781, 3.884841, 1.883974], [4.209498, 2.040118, 1.021304], [1.907737, 1.280444, 0.410046], [-0.021001, 2.768167, 0.963778], [2.447983, 5.599527, 2.651909], [4.490024, 4.245988, 2.163390]],
  "forces_ev_per_angstrom": [[0.8, -3.9, -7.5], [0.1, 2.2, 4.9], [-1.7, 0.6, 3.0], [2.0, 1.3, 1.4], [-0.9, -0.5, 1.0], [-0.4, -0.6, 0.8], [-1.2, -0.6, -1.1], [-1.3, 2.1, 0.4], [0.4, -4.1, 1.2], [-4.2, 0.0, -2.1], [2.0, -0.2, -2.1], [1.6, -2.7, 3.5], [1.0, 4.1, -0.6], [2.8, 0.8, 0.1], [0.0, -2.4, -1.2], [-2.1, 0.6, -0.8], [0.8, -1.2, -2.3], [-0.7, 1.7, 1.5], [2.5, 0.0, -0.8], [1.1, 2.2, -0.3], [-2.6, 0.4, 0.9], [0.0, 0.0, 0.0], [0.2, -0.2, 0.1], [0.0, -0.1, 0.9], [0.6, -0.4, -0.7], [-0.7, 0.5, -0.1], [-0.1, 0.1, -0.2], [-0.1, 0.0, 0.1], [0.0, 0.0, 0.1], [0.1, -0.1, 0.0], [0.1, 0.0, -0.1], [-0.1, 0.1, 0.0], [0.0, 0.0, 0.0], [0.3, 0.1, 0.0], [-0.2, 0.9, 0.4], [0.9, -0.5, -0.2], [-0.9, -0.2, -0.2], [-0.1, -0.2, -0.1], [-0.1, 0.1, 0.0], [0.0, 0.2, 0.0], [0.2, 0.1, 0.0], [0.0, -0.1, 0.0], [-0.1, 0.0, 0.0]],
  "mulliken_charge": [-0.47, 0.06, -0.23, -0.10, -0.67, -0.12, -0.54, 0.89, -0.32, -0.31, 0.45, -0.27, -0.27, 0.31, 0.34, 0.33, 0.30, 0.17, 0.20, 0.32, -0.10, -0.11, -0.54, -0.20, -0.24, 0.09, -0.76, 0.36, 0.36, 0.37, 0.37, 0.35, -0.49, -0.15, -0.39, -0.54, -0.27, -0.27, 0.38, 0.35, 0.63, 0.36, 0.36]
}



{
  "formula": "C5H9AlO3",
  "method": "wB97M-V/def2-TZVPD",
  "de_lowest_kcal_mol": 95.1,
  "charge": 2,
  "homo_energy_ev": [-18.62, -18.39],
  "elements": ["O", "C", "C", "O", "C", "C", "O", "C", "Al", "H", "H", "H", "H", "H", "H", "H", "H", "H"],
  "coordinates": [[-1.845897, 1.103998, -0.997431], [-0.946081, 0.625482, -0.083068], [-0.536935, 1.661135, 0.980103], [0.871184, 1.450977, 0.814288], [0.789402, 0.931081, -0.495964], [1.441651, -0.358044, -0.724606], [0.091113, -1.278386, -0.521507], [0.155457, -2.147562, 0.580018], [-2.219579, 0.642310, -2.374775], [-1.449080, -0.177112, 0.489773], [-0.846048, 1.429744, 2.008361], [-0.835635, 2.677352, 0.674651], [0.872525, 1.659463, -1.315197], [1.853044, -0.429039, -1.743609], [2.125268, -0.638313, 0.093237], [-0.722563, -2.802833, 0.539931], [1.066315, -2.770299, 0.550034], [0.135860, -1.579953, 1.525760]],
  "forces_ev_per_angstrom": [[2.0, 1.8, 5.7], [-0.6, 1.5, 2.4], [0.1, 0.7, -0.1], [0.7, -0.4, -1.0], [-1.5, -0.1, 2.2], [-0.6, -1.1, 0.5], [2.9, 0.8, -1.7], [-0.2, -0.8, 0.8], [-2.8, -2.1, -7.8], [0.8, -0.1, -0.8], [0.1, 0.1, -0.4], [0.1, -0.2, 0.3], [-0.5, 0.0, 0.2], [-0.4, -0.8, 0.5], [-0.2, 0.0, -0.5], [0.1, 0.3, 0.0], [-0.1, 0.4, -0.1], [0.2, -0.1, -0.1]],
  "mulliken_charge": [-0.11, 0.18, -0.46, -0.37, 0.23, -0.61, -0.17, -0.67, 0.81, 0.30, 0.28, 0.32, 0.51, 0.34, 0.37, 0.31, 0.36, 0.38]
}



{
  "formula": "C15H29ClIN2P2PbSe",
  "method": "wB97M-V/def2-TZVPD",
  "de_lowest_kcal_mol": 23.3,
  "charge": 3,
  "homo_energy_ev": [-17.18, -17.22],
  "elements": ["C", "I", "H", "H", "H", "Pb", "P", "C", "C", "H", "H", "H", "H", "H", "H", "C", "H", "H", "H", "P", "C", "C", "H", "H", "H", "C", "H", "H", "H", "H", "H", "H", "Cl", "C", "N", "C", "Se", "N", "C", "C", "C", "C", "C", "C", "H", "H", "H", "H", "H", "H", "H", "H"],
  "coordinates": [[-3.340932, -1.214679, -3.492755], [-1.880669, -2.533186, -2.483095], [-3.889543, -0.486054, -2.889017], [-4.050178, -1.958765, -3.855855], [-2.884531, -0.715328, -4.340826], [-0.567404, -0.163923, -0.789155], [-1.381590, -2.059021, 1.360286], [-1.055640, -3.847189, 1.225514], [-0.963388, -1.737447, 3.110422], [-1.561282, -2.355784, 3.792675], [-3.652168, -2.631660, 2.059075], [-1.138987, -0.671739, 3.314658], [-3.485795, -0.911817, 1.589851], [0.012747, -4.023095, 1.387010], [0.103706, -1.936786, 3.277427], [-3.204293, -1.942088, 1.336957], [-1.623312, -4.420115, 1.961668], [-3.585877, -2.162403, 0.331846], [-1.303271, -4.203963, 0.222197], [1.061215, 2.068159, -1.507594], [2.392297, 1.931576, -2.737314], [-0.071115, 3.257025, -2.288681], [1.144838, 3.332314, 0.541864], [2.194996, 4.051780, -0.741054], [2.723017, 2.603653, 0.180128], [1.863018, 3.122684, -0.259072], [-0.814849, 3.574268, -1.547510], [0.502689, 4.118780, -2.639535], [2.759699, 2.931893, -2.991361], [2.020207, 1.432398, -3.639574], [-0.592708, 2.783573, -3.128759], [3.210200, 1.327216, -2.322867], [-0.786555, 1.282802, 1.403575], [2.427095, -0.100653, 3.527754], [3.456585, 0.162556, 2.523338], [3.354654, -0.201582, 1.197763], [2.030740, -1.173811, 0.333767], [4.532188, 0.254532, 0.635378], [5.307493, 0.959944, 1.553685], [6.602534, 1.440351, 1.440010], [7.166155, 2.012445, 2.602373], [6.438432, 2.040650, 3.817120], [5.157644, 1.472004, 3.923611], [4.611217, 0.935930, 2.752954], [2.790373, 0.294993, 4.484964], [2.260592, -1.179060, 3.625608], [1.486205, 0.387130, 3.246802], [4.762705, 0.128905, -0.341719], [7.125899, 1.342738, 0.492085], [8.172574, 2.425564, 2.571301], [6.907758, 2.505394, 4.697962], [4.588894, 1.449824, 4.867047]],
  "forces_ev_per_angstrom": [[-0.5, -0.4, -0.4], [-0.8, 0.6, -0.7], [0.5, -0.4, 0.5], [0.1, 0.1, 0.0], [0.4, -0.2, 0.1], [0.0, 0.5, 1.6], [-1.1, -1.1, 1.3], [0.7, 0.2, -0.9], [0.6, 0.9, -0.2], [0.0, 0.0, -0.4], [0.2, 0.0, 0.0], [0.0, -0.4, 0.1], [0.0, -0.2, 0.0], [-0.1, -0.1, 0.0], [-0.3, -0.1, -0.1], [0.1, 0.7, -0.6], [-0.1, 0.3, 0.1], [0.0, -0.1, 0.3], [-0.1, -0.1, 0.2], [0.7, 1.8, -0.8], [0.0, -1.0, -0.1], [-0.7, -0.6, 0.2], [0.2, 0.1, -0.1], [-0.1, -0.3, 0.0], [-0.1, 0.1, -0.1], [-0.3, -0.6, 0.8], [0.1, 0.1, -0.2], [0.0, -0.1, 0.0], [-0.1, -0.1, 0.1], [0.2, 0.1, 0.1], [0.1, 0.2, 0.1], [-0.1, 0.2, -0.2], [0.0, -0.2, -0.8], [-0.1, 0.0, 0.4], [0.1, 0.8, 0.1], [1.1, 0.6, 0.2], [1.4, 0.3, 0.9], [-0.3, 0.4, 0.1], [0.3, -1.1, -1.9], [0.6, 0.7, 0.6], [-0.4, -0.6, -1.7], [-1.3, -0.3, 0.9], [0.5, 0.6, 0.6], [-1.6, -1.4, 0.8], [-0.3, -0.2, -0.3], [0.2, 0.2, 0.0], [0.3, 0.0, 0.0], [0.0, -0.1, 0.1], [0.1, 0.2, 0.3], [-0.2, -0.1, 0.0], [-0.3, -0.3, -0.5], [0.6, 0.1, -0.5]],
  "mulliken_charge": [-0.93, 0.07, 0.37, 0.36, 0.36, 1.01, 0.41, -1.07, -0.93, 0.50, 0.42, 0.32, 0.36, 0.34, 0.17, -1.03, 0.41, 0.32, 0.32, 0.41, -1.02, -1.17, 0.36, 0.47, 0.18, -0.94, 0.39, 0.42, 0.41, 0.39, 0.40, 0.22, -0.49, -0.75, 0.32, -0.58, 0.05, 0.26, 0.56, -0.85, -0.51, -0.65, -0.97, 1.36, 0.31, 0.31, 0.28, 0.27, 0.46, 0.45, 0.43, 0.41]
}



{
  "formula": "Br2ClOP",
  "method": "wB97M-V/def2-TZVPD",
  "de_lowest_kcal_mol": 29.4,
  "charge": 0,
  "homo_energy_ev": [-11.13, -10.36],
  "elements": ["O", "P", "Cl", "Br", "Br"],
  "coordinates": [[-0.903221, 0.530719, -0.215771], [0.465995, 0.099729, -0.354958], [0.463683, -1.817288, 0.070463], [-1.141318, 1.189625, 3.122590], [1.114861, -0.002785, -2.622324]],
  "forces_ev_per_angstrom": [[-1.7, 1.5, 0.4], [1.2, -0.4, -2.0], [0.6, -1.4, 0.6], [0.0, 0.0, -0.1], [-0.1, 0.3, 1.1]],
  "mulliken_charge": [-0.35, 0.63, -0.10, 0.00, -0.18]
}



{
  "formula": "C5H11N2",
  "method": "wB97M-V/def2-TZVPD",
  "de_lowest_kcal_mol": 80.9,
  "charge": 1,
  "homo_energy_ev": -11.36,
  "smiles": "C=N/C=C/CC[NH3+]",
  "elements": ["C", "N", "C", "C", "C", "C", "N", "H", "H", "H", "H", "H", "H", "H", "H", "H", "H", "H"],
  "coordinates": [[-0.166830, 0.421178, -3.196417], [-0.479552, 1.028998, -2.138118], [-1.344808, 0.651978, -1.193218], [-0.800290, 0.539153, 0.083434], [-0.676485, -0.722714, 0.861969], [0.364999, -0.627433, 1.996816], [1.620178, 0.016432, 1.438244], [-0.380184, -0.645617, -3.311691], [0.344809, 0.921027, -4.009024], [-2.383129, 0.428974, -1.442162], [-0.325912, 1.483475, 0.358728], [-1.547719, -1.129437, 1.395931], [-0.370439, -1.514504, 0.171975], [0.551782, -1.543051, 2.537186], [-0.090639, 0.161037, 2.596088], [2.020921, 0.649177, 2.128857], [2.300474, -0.675187, 1.122601], [1.362824, 0.556516, 0.598801]],
  "forces_ev_per_angstrom": [[-0.1, -0.4, 0.1], [-0.9, 2.0, -0.5], [0.7, -1.3, 1.0], [-0.2, 1.0, -0.7], [-0.2, -1.2, 0.9], [-1.3, 1.8, -1.2], [0.2, -0.6, 0.2], [-0.4, 0.1, -0.2], [0.4, 0.1, 0.2], [0.2, -0.8, -0.4], [0.9, -0.5, 0.0], [-0.2, 0.3, -0.3], [-0.1, -0.1, 0.0], [0.3, 0.0, 0.0], [0.4, -0.3, 0.7], [0.4, -0.1, -0.1], [0.2, 0.0, 0.3], [-0.3, 0.2, 0.0]],
  "mulliken_charge": [-0.20, -0.38, -0.34, -0.84, -0.39, -0.71, -0.26, 0.25, 0.28, 0.44, 0.58, 0.39, 0.38, 0.39, 0.34, 0.35, 0.36, 0.35]
}